Entry 1:
Formula: C7H11N3O2S2
Source: the OMol25 dataset
Level of theory: the ωB97M-V functional and the def2-TZVPD basis

## Properties
E = -1383.65316 a.u.
charge = +2
multiplicity = 1

CARTESIAN COORDINATES (ANGSTROEM)
C1 0.22 -2.37 2.19
C2 -0.02 -1.01 -0.55
C3 1.26 -3.64 0.28
C4 -0.40 -0.32 -1.89
C5 -1.71 0.42 0.69
C6 -1.82 1.15 -0.61
C7 -0.62 -0.64 0.58
N1 0.55 -3.49 1.35
N2 -0.27 -1.31 1.77
N3 -1.71 0.31 -1.80
O1 8.90 -1.28 -1.16
O2 8.18 0.82 -0.18
S1 1.18 -2.37 -0.93
S2 9.22 -0.17 -0.10
H1 0.26 -2.56 3.26
H2 0.22 0.60 -2.07
H3 -0.45 -1.20 -2.54
H4 -1.38 1.16 1.41
H5 -2.67 -0.06 1.00
H6 -2.75 1.67 -0.74
H7 -1.00 1.78 -0.82
H8 0.47 -4.33 1.93
H9 8.13 -1.49 -1.66
H10 -2.03 0.77 -2.60
H11 -2.42 -0.45 -1.58



Entry 2:
Formula: C3H5BrF2
Source: the OMol25 dataset
Level of theory: the ωB97M-V functional and the def2-TZVPD basis

## Properties
E = -2890.89184 a.u.
multiplicity = 1

CARTESIAN COORDINATES (ANGSTROEM)
C1 -1.09 -0.85 -0.32
C2 -1.12 0.56 -0.10
C3 1.74 0.33 0.62
F1 2.24 1.19 1.47
F2 1.99 0.85 -0.66
Br1 -1.03 1.87 -1.40
H1 -1.58 -1.44 0.53
H2 -0.14 -1.35 -0.56
H3 -1.79 -1.17 -1.24
H4 -1.20 0.73 0.93
H5 1.96 -0.73 0.74



Entry 3:
Formula: C3H7NO2P
Source: the OMol25 dataset
Level of theory: the ωB97M-V functional and the def2-TZVPD basis

## Properties
E = -665.04680 a.u.
charge = -1
multiplicity = 3
<S²> = 2.01

CARTESIAN COORDINATES (ANGSTROEM)
C1 1.01 0.21 -0.91
C2 -1.41 0.43 0.08
C3 -0.41 -0.47 -0.62
N1 1.07 1.09 -1.82
O1 3.72 0.28 0.18
O2 1.47 0.18 1.62
P1 2.38 -0.51 0.29
H1 -1.23 0.68 1.09
H2 -1.42 1.40 -0.37
H3 -2.40 -0.02 -0.01
H4 -0.75 -0.87 -1.61
H5 -0.04 -1.37 0.00
H6 2.00 1.64 -1.85
H7 1.67 1.13 1.67



Entry 4:
Formula: C4H5ClS
Source: the OMol25 dataset
Level of theory: the ωB97M-V functional and the def2-TZVPD basis

## Properties
E = -1013.60693 a.u.
multiplicity = 1

CARTESIAN COORDINATES (ANGSTROEM)
C1 -1.50 0.84 -0.44
C2 -0.28 0.32 -0.50
C3 -2.41 1.31 -2.64
C4 0.50 -0.34 0.56
S1 -1.44 1.20 -3.94
Cl1 -4.14 1.37 -2.54
H1 -2.27 0.81 0.21
H2 0.21 0.37 -1.41
H3 0.57 0.52 1.35
H4 0.03 -1.19 0.94
H5 1.43 -0.62 0.18



Entry 5:
Formula: C62H48F2O2P3PdSSi
Source: the OMol25 dataset
Level of theory: the ωB97M-V functional and the def2-TZVPD basis

## Properties
E = -4580.92493 a.u.
charge = +1
multiplicity = 1

CARTESIAN COORDINATES (ANGSTROEM)
Pd1 0.24 0.66 0.04
C1 5.74 1.82 2.81
C2 5.97 1.24 1.58
C3 5.03 0.41 1.00
C4 3.83 0.16 1.66
C5 3.59 0.75 2.90
C6 4.55 1.56 3.47
P1 2.48 -0.78 0.89
C7 3.16 -2.33 0.17
C8 4.46 -2.77 0.35
C9 4.86 -3.99 -0.17
C10 3.96 -4.79 -0.85
C11 2.65 -4.37 -1.01
C12 2.25 -3.15 -0.49
C13 1.75 -1.72 2.37
C14 2.57 -2.14 3.41
C15 2.02 -2.87 4.45
C16 0.68 -3.19 4.44
C17 -0.12 -2.77 3.40
C18 0.40 -2.02 2.34
Si1 -0.76 -1.28 1.01
C19 -1.22 -2.22 -0.57
C20 -2.37 -2.87 -0.85
C21 -2.45 -3.51 -2.19
C22 -2.48 -2.09 -3.81
C23 -2.44 -0.69 -3.34
C24 -1.22 -0.32 -2.82
P2 -0.79 1.28 -2.13
C25 0.75 1.80 -2.96
C26 1.26 3.03 -2.54
C27 2.40 3.55 -3.14
C28 3.03 2.83 -4.14
C29 2.53 1.60 -4.54
C30 1.40 1.08 -3.95
C31 -1.87 2.38 -3.14
C32 -2.70 3.34 -2.58
C33 -3.43 4.18 -3.39
C34 -3.32 4.10 -4.77
C35 -2.46 3.16 -5.33
C36 -1.74 2.30 -4.53
C37 -2.29 -0.71 2.00
C38 -3.20 -1.60 2.56
C39 -4.20 -1.15 3.40
C40 -4.31 0.21 3.68
C41 -3.44 1.11 3.11
C42 -2.42 0.65 2.27
P3 -1.26 1.84 1.53
C43 -2.36 3.26 1.30
C44 -2.08 4.56 1.70
C45 -3.00 5.56 1.46
C46 -4.19 5.29 0.80
C47 -4.46 3.99 0.37
C48 -3.54 2.99 0.61
C49 -0.08 2.29 2.83
C50 1.01 3.06 2.44
C51 1.91 3.50 3.39
C52 1.74 3.15 4.72
C53 0.68 2.34 5.10
C54 -0.23 1.90 4.16
H1 6.47 2.48 3.25
H2 6.89 1.45 1.05
H3 5.24 -0.04 0.04
H4 2.65 0.58 3.40
H5 4.36 2.01 4.44
H6 5.18 -2.17 0.90
H7 5.87 -4.32 -0.04
H8 4.27 -5.75 -1.24
H9 1.93 -5.00 -1.52
H10 1.22 -2.85 -0.57
H11 3.62 -1.91 3.42
H12 2.65 -3.20 5.26
H13 0.25 -3.78 5.24
H14 -1.17 -3.02 3.40
H15 -3.13 -3.05 -0.12
H16 -2.38 -4.60 -2.08
H17 -2.44 -2.13 -4.90
H18 -3.26 -0.02 -3.51
H19 0.76 3.57 -1.74
H20 2.80 4.49 -2.81
H21 3.93 3.22 -4.60
H22 3.03 1.04 -5.32
H23 1.00 0.12 -4.27
H24 -2.77 3.42 -1.50
H25 -4.09 4.91 -2.94
H26 -3.89 4.75 -5.40
H27 -2.36 3.10 -6.40
H28 -1.07 1.58 -4.97
H29 -3.13 -2.65 2.33
H30 -4.90 -1.85 3.84
H31 -5.09 0.56 4.35
H32 -3.54 2.16 3.31
H33 -1.16 4.78 2.23
H34 -2.80 6.57 1.79
H35 -4.90 6.07 0.61
H36 -5.38 3.77 -0.16
H37 -3.73 1.97 0.27
H38 1.14 3.30 1.38
H39 2.75 4.12 3.09
H40 2.43 3.51 5.46
H41 0.57 2.05 6.13
H42 -1.07 1.28 4.45
O1 -4.39 -6.52 -5.67
C55 -3.22 -5.90 -5.84
O2 -2.51 -6.17 -6.76
C56 -2.83 -4.87 -4.81
C57 -1.38 -4.73 -4.70
C58 -0.68 -3.87 -3.95
C59 -1.38 -2.89 -3.10
S1 -0.33 -1.72 -2.10
C60 -3.53 -3.07 -3.21
C61 -3.79 -4.16 -4.18
H43 -4.85 -6.27 -4.85
H44 -0.85 -5.42 -5.34
H45 0.40 -3.88 -3.96
H46 -4.44 -2.63 -2.80
H47 -4.84 -4.33 -4.42
F1 3.83 0.27 -1.64
C62 2.66 0.26 -0.98
F2 2.41 1.55 -0.59
H48 1.88 -0.08 -1.69



Entry 6:
Formula: C4HLi2O2
Source: the OMol25 dataset
Level of theory: the ωB97M-V functional and the def2-TZVPD basis

## Properties
E = -318.38323 a.u.
multiplicity = 2
<S²> = 0.75

CARTESIAN COORDINATES (ANGSTROEM)
O1 -2.61 0.44 0.24
Li1 -2.41 -1.60 -0.25
H1 -3.29 1.01 -0.15
C1 -1.46 1.06 0.39
C2 -0.24 1.15 0.34
C3 1.06 0.71 0.18
C4 2.09 0.08 -0.04
O2 3.11 -0.60 -0.23
Li2 3.74 -2.24 -0.48



Entry 7:
Formula: C5H12N2O
Source: the OMol25 dataset
Level of theory: the ωB97M-V functional and the def2-TZVPD basis

## Properties
E = -382.47243 a.u.
multiplicity = 1

CARTESIAN COORDINATES (ANGSTROEM)
C1 -2.53 -1.84 -0.15
C2 -2.01 -0.71 0.76
C3 -1.03 0.25 0.05
C4 0.44 -0.15 0.29
N1 0.95 0.16 1.64
C5 1.36 0.49 -0.72
N2 1.25 1.83 -0.90
O1 2.23 -0.13 -1.31
H1 -3.42 -2.21 0.31
H2 -2.77 -1.41 -1.11
H3 -1.80 -2.63 -0.31
H4 -1.56 -1.07 1.69
H5 -2.86 -0.12 1.05
H6 -1.15 1.23 0.53
H7 -1.17 0.31 -1.03
H8 0.52 -1.22 0.17
H9 0.27 0.61 2.24
H10 1.73 0.79 1.55
H11 1.97 2.30 -1.41
H12 0.51 2.40 -0.53



Entry 8:
Formula: CH2NO3S
Source: the OMol25 dataset
Level of theory: the ωB97M-V functional and the def2-TZVPD basis

## Properties
E = -718.03132 a.u.
charge = -1
multiplicity = 1

CARTESIAN COORDINATES (ANGSTROEM)
C1 -0.53 -1.02 0.97
N1 -0.05 1.32 -0.43
O1 -0.16 -1.59 1.95
O2 -1.50 -0.87 0.27
O3 1.76 -0.54 -1.00
S1 1.09 0.14 0.17
H1 -0.92 0.82 -0.65
H2 0.31 1.75 -1.28



Entry 9:
Formula: C25H72O11
Source: the OMol25 dataset
Level of theory: the ωB97M-V functional and the def2-TZVPD basis

## Properties
E = -1822.76844 a.u.
multiplicity = 1

CARTESIAN COORDINATES (ANGSTROEM)
C1 1.73 -3.62 2.07
C2 0.90 -4.48 1.16
C3 -0.41 -4.89 1.77
O1 0.66 -3.95 -0.13
H1 2.54 -3.18 1.52
H2 2.15 -4.38 2.86
H3 1.05 -3.01 2.51
H4 1.26 -5.36 0.84
H5 -0.96 -5.63 0.92
H6 -1.13 -4.09 1.73
H7 -0.28 -5.16 2.74
H8 0.62 -4.77 -0.76
C4 0.09 0.98 -0.58
C5 0.22 -0.40 -0.01
C6 -0.89 -0.71 1.02
O2 0.40 -1.26 -1.08
H9 -0.86 1.14 -1.18
H10 0.95 1.41 -1.34
H11 -0.12 1.69 0.15
H12 1.21 -0.42 0.81
H13 -1.16 -0.13 1.93
H14 -1.01 -1.80 1.26
H15 -1.76 -0.65 0.35
H16 0.59 -2.06 -0.70
C7 -3.10 0.81 4.63
C8 -3.50 -0.68 4.86
C9 -2.82 -1.73 3.95
O3 -3.38 -0.97 6.19
H17 -2.06 0.92 4.69
H18 -3.53 1.36 5.38
H19 -3.48 1.24 3.66
H20 -4.52 -0.72 4.54
H21 -3.05 -1.34 3.00
H22 -3.04 -2.83 4.07
H23 -1.77 -1.62 4.10
H24 -4.37 -0.85 6.59
C10 2.37 2.69 4.52
C11 1.70 2.60 3.14
C12 1.18 3.97 2.64
O4 2.75 2.19 2.26
H25 2.40 1.66 4.81
H26 1.66 3.08 5.20
H27 3.20 3.23 4.52
H28 0.91 1.86 3.01
H29 1.08 4.34 1.45
H30 1.91 4.74 3.14
H31 0.24 4.39 3.24
H32 3.07 1.29 2.28
C13 -3.99 0.90 0.03
C14 -5.52 1.07 0.02
C15 -5.97 2.25 0.84
O5 -5.97 1.09 -1.25
H33 -3.44 1.65 -0.54
H34 -3.67 -0.05 -0.31
H35 -3.62 1.03 0.93
H36 -5.96 0.10 0.32
H37 -7.01 2.43 0.80
H38 -5.34 2.95 0.60
H39 -5.61 2.37 1.78
H40 -5.77 0.30 -1.76
C16 3.98 -2.02 -0.74
C17 5.20 -1.38 -0.03
C18 5.16 0.19 0.06
O6 5.27 -1.90 1.36
H41 3.00 -1.78 -0.34
H42 3.68 -3.02 -0.64
H43 4.03 -1.76 -1.86
H44 6.01 -1.75 -0.50
H45 4.19 0.64 0.63
H46 5.09 0.33 -1.20
H47 6.23 0.61 0.48
H48 5.73 -2.77 1.31
C19 1.30 -2.04 -4.47
C20 1.48 -0.44 -4.53
C21 0.23 0.23 -4.78
O7 1.84 -0.18 -3.17
H49 2.22 -2.48 -4.03
H50 1.42 -2.34 -5.56
H51 0.50 -2.35 -3.83
H52 2.28 -0.13 -5.15
H53 -0.52 -0.19 -5.62
H54 0.54 1.30 -5.13
H55 -0.34 0.10 -3.98
H56 1.24 -0.51 -2.53
C22 4.66 1.68 -4.20
O8 3.98 1.72 -2.91
H57 5.42 2.38 -4.08
H58 3.99 2.09 -5.00
H59 5.09 0.63 -4.28
H60 3.11 1.45 -2.73
C23 -3.22 -4.14 -0.64
O9 -4.47 -3.61 -0.74
H61 -3.26 -4.86 0.15
H62 -2.57 -3.23 -0.28
H63 -2.93 -4.47 -1.52
H64 -4.92 -3.78 0.02
C24 -1.84 3.86 -3.50
O10 -2.87 4.12 -2.59
H65 -1.40 4.80 -3.78
H66 -2.40 3.58 -4.22
H67 -1.34 3.02 -3.30
H68 -3.63 3.83 -3.00
C25 1.72 4.06 -2.10
O11 1.94 3.88 -3.51
H69 2.26 3.51 -1.38
H70 0.67 3.71 -1.96
H71 1.88 5.12 -1.89
H72 2.57 3.33 -3.56



Entry 10:
Formula: C5H10O
Source: the OMol25 dataset
Level of theory: the ωB97M-V functional and the def2-TZVPD basis

## Properties
E = -271.48131 a.u.
multiplicity = 1

CARTESIAN COORDINATES (ANGSTROEM)
C1 -0.12 -0.01 1.02
C2 0.10 0.74 2.10
C3 0.63 0.25 -0.30
C4 -0.10 -0.16 -1.61
C5 -0.79 1.06 -1.17
H1 -0.24 -1.39 0.81
H2 -0.49 0.91 3.01
H3 0.79 1.58 1.98
H4 1.37 -0.56 -0.26
H5 1.26 1.15 -0.28
H6 0.46 0.02 -2.52
H7 -1.77 1.12 -0.71
H8 -0.27 1.98 -1.38
H9 -0.58 -1.13 -1.65
H10 -0.44 -3.12 0.62
O1 0.20 -2.45 0.35



Entry 11:
Formula: C18H45F2N4O10S2V
Source: the OMol25 dataset
Level of theory: the ωB97M-V functional and the def2-TZVPD basis

## Properties
E = -3624.20401 a.u.
multiplicity = 1

CARTESIAN COORDINATES (ANGSTROEM)
O1 -1.28 1.77 -1.76
V1 -0.01 2.46 -1.17
O2 0.65 1.46 -0.11
N1 1.32 2.42 -2.73
S1 3.06 2.51 -2.71
O3 3.81 3.72 -3.16
O4 3.73 1.23 -2.87
F1 3.21 2.70 -1.09
S2 1.33 2.68 -4.24
O5 1.99 1.73 -5.19
O6 1.41 4.11 -4.54
F2 -0.18 2.34 -4.45
C1 -1.61 -1.82 -0.50
C2 -1.71 -3.03 0.47
C3 -2.07 -2.50 1.86
C4 -2.54 -3.61 2.85
C5 -3.69 -4.41 2.25
C6 -3.26 -5.02 0.91
N2 -2.78 -3.91 0.03
O7 -2.47 -4.51 -1.20
C7 -2.27 -6.23 1.15
C8 -4.54 -5.57 0.25
C9 -0.33 -3.69 0.62
H1 -0.87 -1.07 -0.21
H2 -2.54 -1.33 -0.77
H3 -1.21 -2.10 -1.48
H4 -1.22 -1.94 2.25
H5 -2.94 -1.89 1.62
H6 -2.95 -3.13 3.74
H7 -1.74 -4.31 3.12
H8 -4.48 -3.66 2.21
H9 -3.80 -5.24 2.95
H10 -1.87 -6.50 0.17
H11 -1.45 -5.93 1.80
H12 -2.77 -7.09 1.60
H13 -4.95 -6.49 0.68
H14 -5.29 -4.80 0.07
H15 -4.35 -6.00 -0.73
H16 -0.18 -4.28 1.52
H17 0.37 -2.85 0.65
H18 0.01 -4.16 -0.31
H19 -3.08 -4.03 -1.76
C10 -1.67 2.57 2.25
O8 -2.01 2.88 0.90
H20 -0.74 2.02 2.17
H21 -1.64 3.45 2.89
H22 -2.44 1.89 2.63
H23 -2.81 3.42 0.98
C11 1.21 6.76 0.06
C12 0.38 5.52 -0.32
C13 -0.33 5.77 -1.63
O9 -1.09 4.56 -1.87
C14 -2.05 4.62 -2.98
N3 1.15 4.30 -0.25
H24 2.04 6.94 -0.63
H25 1.61 6.62 1.07
H26 0.62 7.68 0.05
H27 -0.41 5.47 0.42
H28 0.38 6.01 -2.42
H29 -1.05 6.57 -1.46
H30 -1.55 4.47 -3.94
H31 -2.53 5.60 -2.99
H32 -2.80 3.84 -2.86
H33 1.54 4.15 0.67
H34 1.99 4.37 -0.82
C15 2.29 -0.05 2.26
C16 3.49 -0.91 2.01
C17 3.69 -1.19 0.49
O10 4.93 -1.88 0.29
C18 5.09 -2.35 -1.04
N4 4.68 -0.22 2.61
H35 2.22 0.14 3.33
H36 1.36 -0.52 1.93
H37 2.31 0.86 1.65
H38 3.40 -1.91 2.43
H39 3.85 -0.23 0.00
H40 2.81 -1.70 0.10
H41 4.65 -3.34 -1.08
H42 6.14 -2.49 -1.29
H43 4.56 -1.75 -1.78
H44 5.54 -0.65 2.28
H45 4.72 0.67 2.14



Entry 12:
Formula: C14H12F2NO4S
Source: the OMol25 dataset
Level of theory: the ωB97M-V functional and the def2-TZVPD basis

## Properties
E = -1494.27464 a.u.
charge = -1
multiplicity = 1

CARTESIAN COORDINATES (ANGSTROEM)
C1 -0.17 -3.75 -2.33
C2 0.23 -2.84 -1.14
C3 0.46 -1.43 -1.53
C4 -0.55 -0.80 -2.38
C5 -0.14 -0.13 -3.68
O1 -1.73 -0.65 -1.98
O2 0.36 -3.27 0.02
H1 0.53 -3.66 -3.19
H2 -0.17 -4.80 -2.00
H3 -1.21 -3.44 -2.68
H4 1.44 -1.01 -1.68
H5 0.78 -0.50 -4.16
H6 -1.00 -0.24 -4.36
H7 0.05 0.95 -3.48
F1 5.07 0.84 2.55
C6 3.96 1.64 2.28
F2 4.36 2.88 1.86
S1 2.99 0.73 0.96
N1 1.40 0.83 1.79
C7 0.53 -0.04 1.12
O3 0.99 -0.96 0.43
C8 -0.83 0.41 1.39
C9 -0.72 1.65 2.06
C10 -1.81 2.46 2.33
C11 -3.04 2.02 1.80
C12 -3.16 0.81 1.08
C13 -2.04 -0.01 0.86
C14 0.73 1.99 2.29
O4 1.21 2.94 2.90
H8 3.29 1.75 3.14
H9 -1.72 3.36 2.94
H10 -3.93 2.62 1.90
H11 -4.10 0.54 0.60
H12 -2.08 -0.92 0.27